Record 1
Density functional theory data (wB97M-V/def2-TZVPD) for a molecular structure, C10H10BCl2F7N3S2W.

Geometry as XYZ:
```
36
C10H10BCl2F7N3S2W | the OMol25 dataset | wB97M-V/def2-TZVPD
W 0.634 0.722 -0.402
C -0.158 5.557 1.248
S -1.378 4.300 1.663
C -0.642 2.818 1.178
S 0.903 2.895 0.317
N -1.228 1.723 1.583
N -0.700 0.537 1.222
C -1.067 -0.485 2.064
C -0.783 -1.799 1.711
C -0.874 -3.203 2.193
C -0.436 -4.185 1.369
C 0.142 -4.324 -0.030
C 0.485 -3.577 -1.108
N -0.205 -1.945 0.536
H -0.482 6.442 1.793
H -0.157 5.764 0.180
H 0.834 5.278 1.591
H -1.625 -0.195 2.941
H -1.279 -3.461 3.162
H -0.546 -5.177 1.792
H 0.240 -5.384 -0.252
H 1.585 -1.661 -0.327
Cl 0.325 -1.743 -0.811
C -1.029 -1.291 -1.643
Cl 0.877 -4.102 -2.643
H -1.050 -0.906 -2.650
H -1.959 -1.268 -1.089
F -0.289 1.550 -4.141
B 0.275 2.232 -3.178
F -0.874 1.371 -1.495
F 1.347 1.659 -2.549
F 0.050 3.502 -2.975
F 2.833 -1.170 0.840
C 2.257 0.012 0.778
F 2.727 0.572 -0.623
F 1.250 -1.060 -2.246
```

Computed properties:
Total charge   +1
E_HOMO (alpha / beta)   -11.3 / -11.3 eV
Frontier orbital gap (alpha / beta)   0.1970 / 0.1973 Eh
Energy relative to the best compared isomer or geometry (same formula, charge and spin)   2042.3 kJ/mol



Record 2
Density functional theory data (wB97M-V/def2-TZVPD) for a molecular structure, C10H10BF2IrN2O5S.

Geometry as XYZ:
```
32
C10H10BF2IrN2O5S | the OMol25 dataset | wB97M-V/def2-TZVPD
Ir -1.693 -0.218 -1.337
N -0.927 -2.425 -0.706
C 0.378 -2.838 -1.223
C 0.546 -2.531 -2.683
C 1.025 -0.997 -2.822
O 2.155 -0.848 -3.203
O 0.097 -0.172 -2.521
H -0.923 -2.389 0.311
H -1.666 -3.049 -1.020
H 0.520 -3.915 -1.075
H 1.146 -2.342 -0.637
H -0.384 -2.589 -3.251
H 1.329 -3.128 -3.138
F -4.624 -0.466 -2.446
B -3.474 -1.035 -2.212
F -3.407 -2.308 -2.585
O -1.349 1.964 -0.615
C -0.795 1.512 0.407
N -0.916 0.196 0.654
S 0.406 -0.317 1.574
O 1.430 -0.697 0.642
O -0.012 -1.300 2.516
C 0.751 1.326 2.173
C 1.636 1.740 3.137
C 1.802 3.116 3.294
C 1.097 4.021 2.510
C 0.204 3.587 1.537
C 0.043 2.222 1.375
H 2.193 1.036 3.740
H 2.503 3.481 4.031
H 1.258 5.080 2.648
H -0.349 4.285 0.924
```

Computed properties:
Total charge   +1
E_HOMO (alpha / beta)   -13.0 / -13.0 eV
<S²>   0.8099
Frontier orbital gap (alpha / beta)   0.1947 / 0.2110 Eh
2S+1   2
Energy relative to the best compared isomer or geometry (same formula, charge and spin)   420.3 kJ/mol



Record 3
Density functional theory data (wB97M-V/def2-TZVPD) for a molecular structure, C10H10BrCrNO3.

Geometry as XYZ:
```
26
C10H10BrCrNO3 | the OMol25 dataset | wB97M-V/def2-TZVPD
C -2.064 -0.922 0.687
C -1.740 -1.355 2.000
C -1.615 -0.193 2.857
H -1.735 -2.379 2.391
C -1.749 1.002 1.994
C -2.053 0.534 0.678
H -2.254 1.174 -0.190
H -2.299 -1.573 -0.167
H -1.852 -0.227 3.910
H -1.783 2.002 2.383
Cr -0.047 -0.198 1.191
Br 1.955 -0.306 -0.011
C 2.652 0.677 -3.063
C 1.565 1.474 -3.536
C 0.570 0.595 -4.068
H 1.516 2.562 -3.508
C 1.049 -0.747 -3.933
C 2.332 -0.697 -3.311
H 2.956 -1.552 -3.062
H 3.561 1.047 -2.595
H -0.376 0.894 -4.519
H 0.536 -1.652 -4.255
O 0.368 -1.108 5.189
N 0.206 -0.037 4.615
O 0.006 1.069 5.107
O 0.294 -0.082 3.216
```

Computed properties:
Total charge   -1
E_HOMO (alpha / beta)   -2.4 / -2.5 eV
<S²>   4.0364
Frontier orbital gap (alpha / beta)   0.1298 / 0.1683 Eh
2S+1   4
Energy relative to the best compared isomer or geometry (same formula, charge and spin)   0.0 kJ/mol



Record 4
Density functional theory data (wB97M-V/def2-TZVPD) for a single C10H10BrF7O4 molecule.

Geometry as XYZ:
```
32
C10H10BrF7O4 | the OMol25 dataset | wB97M-V/def2-TZVPD
C 1.585 3.941 1.935
O 0.413 3.541 1.254
C -0.681 3.172 2.058
C -1.295 1.802 1.646
C -0.583 1.240 0.428
C -1.155 -0.101 -0.133
Br -2.466 -0.926 0.988
O -1.708 0.173 -1.431
C -0.701 0.116 -2.333
O -0.788 0.323 -3.518
O 0.472 -0.219 -1.653
C 0.042 -0.976 -0.566
C -0.238 -2.441 -0.916
F -1.315 -2.599 -1.699
F -0.463 -3.095 0.239
C 0.974 -3.082 -1.635
F 0.952 -2.705 -2.927
F 2.115 -2.626 -1.079
C 0.999 -4.629 -1.611
F 1.051 -5.116 -0.371
F 2.101 -5.037 -2.269
F -0.074 -5.095 -2.250
H 1.498 3.866 3.012
H 1.837 4.951 1.636
H 2.413 3.309 1.627
H -0.445 3.162 3.116
H -1.458 3.920 1.924
H -1.219 1.145 2.504
H -2.346 1.953 1.456
H 0.458 1.109 0.670
H -0.711 1.958 -0.363
H 0.738 -1.033 0.260
```

Computed properties:
E_HOMO   -10.0 eV
Frontier orbital gap   0.3815 Eh
Structure (SMILES)   COCCC[C@@]1(Br)OC(=O)O[C@@H]1C(F)(F)C(F)(F)C(F)(F)F